{
  "formula": "C5H10N2",
  "method": "ωB97M-V with the def2-TZVPD basis set",
  "lumo_energy_ev": [0.58, 0.58],
  "gap_ha": [0.3275, 0.3276],
  "e_above_lowest_kcal_mol": 133.5,
  "species": ["N", "N", "C", "C", "C", "C", "C", "H", "H", "H", "H", "H", "H", "H", "H", "H", "H"],
  "coordinates": [[0.32406, 0.36672, -1.49986], [-0.85907, -0.75728, 0.26631], [2.13577, 0.00024, 0.61730], [-0.30077, -0.83350, -1.20921], [-2.97598, 0.62897, 0.55276], [0.85330, 0.76245, 0.54187], [-2.02097, -0.09688, 0.44909], [-0.82935, -1.64158, 0.77194], [-3.83183, 1.24290, 0.63793], [2.76113, 0.44173, 1.40462], [0.41946, -1.65460, -1.13713], [1.97938, -1.04734, 0.88365], [-0.38396, 1.06880, -1.70756], [0.30958, 0.82612, 1.48071], [2.66481, 0.04288, -0.33199], [0.91109, 1.75576, 0.12430], [-1.15665, -1.10540, -1.84473]],
  "forces_ev_per_a": [[0.6, 0.8, 2.0], [-0.4, -1.4, -1.1], [-0.1, 0.0, -0.1], [-1.1, -0.8, 1.8], [0.3, -0.2, 0.0], [0.9, 1.4, -2.0], [0.0, 0.3, -0.2], [-0.1, 0.1, -0.2], [-0.2, 0.1, 0.1], [-0.1, -0.1, -0.1], [-0.1, 0.0, -0.2], [0.0, 0.0, 0.0], [0.0, 0.1, 0.2], [-0.5, -0.5, -0.5], [0.0, 0.0, 0.1], [0.6, 0.2, 0.2], [0.3, 0.0, 0.0]],
  "nbo_charge": [-0.7080, -0.6680, -0.6773, -0.0466, -0.3341, -0.0997, 0.1593, 0.3931, 0.2376, 0.2259, 0.1710, 0.2057, 0.3348, 0.1905, 0.2348, 0.1921, 0.1888]
}

=====

{
  "formula": "C5H10N2",
  "method": "ωB97M-V with the def2-TZVPD basis set",
  "lumo_energy_ev": 1.12,
  "smiles": "N[C@@H]1C[C@@H]1[C@H]1CN1",
  "gap_ha": 0.3758,
  "e_above_lowest_kcal_mol": 51.4,
  "species": ["N", "N", "C", "C", "C", "C", "C", "H", "H", "H", "H", "H", "H", "H", "H", "H", "H"],
  "coordinates": [[0.28596, 0.80535, 1.61519], [-1.40027, -1.39136, -0.33521], [0.41874, 1.27953, 0.24215], [-0.80544, 1.58478, 1.02662], [-0.34925, -0.88608, -1.18386], [1.09708, -1.03577, -0.83187], [0.47124, 0.34980, -0.94862], [-1.18672, -2.37044, -0.16523], [1.29544, -1.35200, 0.19233], [-0.93458, 2.56929, 1.47247], [-1.39816, -0.94156, 0.57250], [0.65852, 0.91531, -1.86071], [-1.73715, 1.09188, 0.75534], [1.14099, 2.09160, 0.15580], [-0.56739, -1.04073, -2.23896], [1.76947, -1.48664, -1.55599], [0.06584, -0.18667, 1.62746]],
  "forces_ev_per_a": [[0.1, -0.3, 0.1], [0.1, -0.1, 0.3], [0.1, 0.0, -0.2], [-0.2, 0.1, -0.1], [0.0, 0.0, -0.2], [0.2, 0.0, 0.0], [0.0, 0.1, 0.0], [-0.3, 0.0, 0.1], [0.0, 0.1, -0.2], [0.0, -0.2, -0.2], [-0.1, 0.0, -0.1], [0.1, -0.2, 0.1], [0.2, 0.0, 0.0], [-0.1, -0.2, 0.0], [0.0, 0.0, 0.2], [0.1, 0.4, 0.0], [0.0, 0.1, 0.0]],
  "nbo_charge": [-0.5828, -0.8170, -0.0770, -0.2640, -0.0605, -0.4392, -0.2411, 0.3578, 0.2058, 0.2001, 0.3453, 0.2268, 0.1944, 0.2011, 0.1960, 0.2190, 0.3352]
}

=====

{
  "formula": "C5H10N2",
  "method": "ωB97M-V with the def2-TZVPD basis set",
  "lumo_energy_ev": 1.02,
  "smiles": "C=CC(=C)N(C)N",
  "gap_ha": 0.3368,
  "e_above_lowest_kcal_mol": 82.7,
  "species": ["N", "N", "C", "C", "C", "C", "C", "H", "H", "H", "H", "H", "H", "H", "H", "H", "H"],
  "coordinates": [[0.42271, -1.73056, 0.02581], [-0.42397, -0.69186, 0.36195], [2.50936, 0.53223, -0.07068], [-0.23952, 0.58108, -0.06691], [1.34281, 1.09408, 0.23063], [-1.04659, 1.59882, -0.35941], [-2.05511, -1.08692, 0.23510], [-2.32797, -1.25596, -0.80769], [-0.65617, 2.60204, -0.49454], [-2.09912, 1.45823, -0.57118], [-2.12239, -2.02699, 0.78532], [-2.69565, -0.34473, 0.71180], [1.18239, -1.79074, 0.69835], [1.35565, 2.07873, 0.70152], [0.79963, -1.64825, -0.91670], [2.60610, -0.42488, -0.57310], [3.44784, 1.05569, 0.10974]],
  "forces_ev_per_a": [[0.3, -0.4, -0.2], [-5.5, -0.7, -0.1], [-0.2, 0.0, -0.2], [5.2, 2.2, 1.2], [-2.2, -0.5, -0.7], [-0.7, -0.3, -0.5], [3.1, -0.4, 0.5], [0.2, 0.2, 0.0], [0.1, -0.3, 0.1], [0.0, 0.0, 0.1], [0.0, 0.1, -0.1], [0.5, 0.1, -0.1], [-0.2, 0.1, -0.2], [-0.1, -0.2, -0.1], [-0.1, 0.0, 0.2], [0.0, 0.1, 0.1], [-0.2, -0.1, 0.2]],
  "nbo_charge": [-0.6439, -0.2766, -0.4240, 0.1727, -0.1889, -0.5290, -0.4277, 0.1928, 0.2147, 0.2013, 0.2112, 0.2077, 0.3645, 0.1997, 0.3384, 0.1827, 0.2044]
}

=====

{
  "formula": "C5H10N2",
  "method": "ωB97M-V with the def2-TZVPD basis set",
  "lumo_energy_ev": 1.06,
  "gap_ha": 0.3387,
  "e_above_lowest_kcal_mol": 143.0,
  "species": ["N", "N", "C", "C", "C", "C", "C", "H", "H", "H", "H", "H", "H", "H", "H", "H", "H"],
  "coordinates": [[-1.44182, -0.52471, 0.65141], [1.03356, 0.19673, -1.71908], [1.46185, -1.14572, 0.31649], [-0.16473, 0.91823, -1.40157], [1.11498, 0.19633, -0.29423], [-1.89897, 0.85436, 0.49740], [-0.44018, 0.51775, 0.48254], [1.76069, 1.00231, 0.05124], [-1.56392, -0.97880, -0.25198], [0.76848, -0.73389, -2.03620], [0.15018, 1.96946, -1.25845], [0.74109, -1.91896, 0.03871], [2.45089, -1.44276, -0.04967], [-2.37187, 1.14686, -0.43170], [0.01299, 0.78047, 1.44539], [1.49470, -1.08688, 1.40693], [-2.31517, 1.28655, 1.40551]],
  "forces_ev_per_a": [[0.0, -0.2, -0.1], [-0.1, -0.1, 0.0], [0.0, 0.0, 0.0], [-0.1, 0.2, -0.3], [0.5, -0.2, 0.1], [-0.2, 0.3, 0.0], [0.0, 0.0, 0.3], [-0.2, 0.0, 0.0], [0.0, 0.0, 0.0], [0.1, 0.0, 0.0], [-0.1, -0.1, 0.0], [0.0, 0.1, 0.0], [-0.1, 0.1, 0.0], [0.1, 0.0, 0.1], [0.0, 0.0, -0.2], [0.0, 0.0, -0.1], [0.1, 0.0, -0.1]],
  "nbo_charge": [-0.6007, -0.6343, -0.6139, -0.1414, 0.0237, -0.2124, -0.1543, 0.2112, 0.3567, 0.3447, 0.1290, 0.2209, 0.2284, 0.2212, 0.2038, 0.2261, 0.1912]
}